Record 1
DFT (ωB97M-V/def2-TZVPD) results for a molecular structure, C17H34AsF5N9ORhSSi2Te.

Last column: Löwdin charge in e.
Positions of all 72 atoms, in Å:
Rh1 -0.77718 -0.55934 -0.36440  0.781
C1 -3.68854 -5.51531 0.59780  -0.086
C2 -3.21252 -4.62918 1.74059  -0.269
N1 -3.57138 -3.23323 1.56236  -0.006
C3 -2.85070 -2.34626 0.85621  -0.729
S1 -1.32552 -2.77489 0.17634  0.678
N2 -3.42260 -1.13419 0.72282  0.034
N3 -2.66396 -0.27946 0.06660  -0.194
C4 -3.09878 1.06030 -0.00408  -0.217
C5 -4.50422 1.43768 0.30120  -0.031
C6 -2.11471 1.97287 -0.38139  -0.238
C7 -2.33508 3.37060 -0.50061  -0.009
C8 -1.29137 4.19494 -0.82358  -0.063
C9 -0.01433 3.65460 -1.03528  -0.051
C10 0.15253 2.28359 -0.93207  -0.139
N4 -0.84883 1.46577 -0.63558  -0.029
H1 -3.38836 -6.54862 0.77328  0.076
H2 -3.25001 -5.18821 -0.34487  0.062
H3 -4.77533 -5.48646 0.50567  0.072
H4 -2.12780 -4.67904 1.83362  0.089
H5 -3.63590 -4.95597 2.69085  0.116
H6 -4.51212 -2.93932 1.77621  0.142
H7 -5.09076 0.54992 0.51561  0.066
H8 -4.95493 1.96901 -0.54021  0.090
H9 -4.55079 2.09908 1.17011  0.094
H10 -3.32293 3.77114 -0.32289  0.109
H11 -1.45142 5.26168 -0.90908  0.109
H12 0.83126 4.28149 -1.27628  0.099
H13 1.10905 1.79714 -1.07934  0.099
F1 2.39191 1.13403 0.99668  -0.203
Te1 1.73109 -1.79507 1.34988  1.842
F2 3.55379 -1.79999 0.93273  -0.434
F3 1.59878 -3.19950 2.63408  -0.483
F4 2.43490 -0.88692 2.98258  -0.533
F5 1.71561 -3.30496 0.16621  -0.549
O1 1.23640 -0.76416 -0.83206  -1.137
N5 0.40875 -1.04483 5.16299  0.145
N6 0.03269 -0.21695 4.11894  -0.301
N7 0.26263 1.07040 4.10905  0.142
C11 -0.19722 1.39968 2.90536  -0.201
N8 -0.67868 0.34571 2.24467  -0.003
N9 -0.52954 -0.68933 3.05243  0.024
H14 1.18236 -0.56737 5.61503  0.100
H15 0.78984 -1.88124 4.72136  0.081
H16 -0.16768 2.40070 2.51176  0.110
C12 0.86100 -1.56225 -5.51190  -0.246
Si1 0.48241 -0.58738 -3.95126  0.256
C13 -1.29064 -0.95424 -3.41524  -0.242
C14 0.63616 1.24695 -4.35618  -0.226
As1 2.03297 -1.33450 -2.30389  0.903
Si2 3.84999 1.85625 0.91682  0.367
C15 4.56161 1.76097 2.62564  -0.156
C16 3.50084 3.61143 0.38703  -0.166
C17 4.85962 0.95264 -0.34751  -0.160
H17 0.19701 -1.25780 -6.32477  0.026
H18 0.73122 -2.63366 -5.34870  0.024
H19 1.88866 -1.40073 -5.84466  0.024
H20 -1.93938 -1.08596 -4.28550  0.033
H21 -1.70896 -0.13611 -2.82118  -0.003
H22 -1.34733 -1.87376 -2.82483  -0.001
H23 0.19397 1.45202 -5.33529  0.028
H24 1.68183 1.55814 -4.39145  0.023
H25 0.11980 1.86942 -3.62388  0.000
H26 3.97221 2.35025 3.33101  0.035
H27 5.59203 2.12103 2.65427  0.034
H28 4.54329 0.72243 2.96229  0.027
H29 2.68633 4.04050 0.97492  0.031
H30 3.22298 3.65292 -0.66862  0.021
H31 4.38094 4.24362 0.52350  0.034
H32 4.83595 -0.12073 -0.15706  0.017
H33 5.90010 1.28519 -0.31876  0.037
H34 4.47699 1.12286 -1.35613  0.022

Output
Energy above the lowest of the compared OMol25 structures with the same formula, charge and spin, kcal/mol: 0.00
HOMO (alpha / beta), eV: -6.5 / -7.7
Calculated total energy, eV: -144958.938
Kohn-Sham gap (alpha / beta), eV: 6.943 / 5.324
Spin multiplicity: 5


Record 2
DFT (ωB97M-V/def2-TZVPD) results for 3 unconnected molecules or ions with the total composition C17H34BO7S2.

Last column: Löwdin charge in e.
Positions of all 61 atoms, in Å:
B1 -0.96846 -5.17010 -0.44036  -0.453
C1 -1.57614 -4.26360 -1.65801  -0.250
O1 -2.34066 -3.07501 -1.26507  -0.103
C2 -1.71894 -2.10187 -0.59769  -0.253
C3 -0.34687 -1.92078 -0.61990  0.017
C4 0.26227 -0.84911 0.02667  -0.282
C5 1.75989 -0.69404 -0.03859  -0.057
C6 -0.52954 0.06157 0.71721  -0.083
C7 -1.90426 -0.12710 0.74385  -0.060
C8 -2.52451 -1.19184 0.11358  -0.147
C9 -4.02844 -1.32390 0.16477  -0.362
C10 -4.53781 -2.75733 0.40424  -0.061
C11 -4.64793 -0.72760 -1.10476  -0.067
H1 0.13733 -4.77186 -0.06319  -0.018
H2 -0.82110 -6.30799 -0.90940  -0.012
H3 -1.77572 -5.23376 0.48550  -0.008
H4 -2.31278 -4.83222 -2.22836  0.075
H5 -0.81456 -3.94989 -2.38478  0.074
H6 0.29095 -2.61081 -1.15289  0.107
H7 2.26232 -1.46865 0.53808  0.072
H8 2.10010 -0.77263 -1.07320  0.076
H9 2.06782 0.28365 0.32822  0.062
H10 -0.09786 0.91296 1.22871  0.099
H11 -2.52306 0.58261 1.28360  0.106
H12 -4.36102 -0.72283 1.01546  0.120
H13 -3.76591 -3.41202 0.80298  0.075
H14 -4.88847 -3.20330 -0.52590  0.073
H15 -5.39148 -2.73304 1.08500  0.067
H16 -5.72997 -0.62079 -1.01041  0.072
H17 -4.21376 0.24937 -1.32270  0.067
H18 -4.42903 -1.38757 -1.94642  0.078
O2 -1.56351 2.74294 -4.99348  -0.290
S1 -1.59887 2.70676 -3.55913  0.571
O3 -2.71353 3.30482 -2.88821  -0.281
O4 -0.25054 3.36524 -3.01747  -0.263
C12 0.11503 4.65120 -3.55428  -0.261
C13 -0.66966 5.78849 -2.93296  -0.076
C14 -1.32195 1.08516 -2.96339  -0.110
H19 0.00144 4.62671 -4.63911  0.110
H20 1.17616 4.74077 -3.32886  0.119
H21 -1.72062 5.74530 -3.21281  0.070
H22 -0.25714 6.74072 -3.27009  0.076
H23 -0.60904 5.74192 -1.84589  0.084
H24 -0.44918 0.67436 -3.46231  0.081
H25 -2.20860 0.49952 -3.19860  0.080
H26 -1.17661 1.11731 -1.88346  0.067
O5 4.18464 -0.08320 2.07650  -0.275
S2 3.95234 -0.06965 3.48775  0.563
O6 2.82916 0.64425 4.00929  -0.270
O7 5.27950 0.44008 4.21207  -0.268
C15 5.85992 1.66548 3.71243  -0.257
C16 5.12551 2.89872 4.19509  -0.074
C17 3.95155 -1.70959 4.11472  -0.117
H27 5.89730 1.61726 2.62342  0.111
H28 6.88208 1.64579 4.08562  0.119
H29 4.12666 2.96003 3.76700  0.073
H30 5.68399 3.78921 3.90388  0.079
H31 5.02645 2.88331 5.28033  0.083
H32 4.82928 -2.22826 3.74082  0.075
H33 3.04108 -2.17742 3.74469  0.084
H34 3.94470 -1.66770 5.20027  0.074

Output
HOMO, eV: -4.5
Calculated total energy, eV: -54859.806
Kohn-Sham gap, eV: 6.615
Charge: -1


Record 3
DFT (ωB97M-V/def2-TZVPD) results for a molecular structure, C17H34F2LaN2OSSi3.

Last column: Löwdin charge in e.
Positions of all 61 atoms, in Å:
La1 -1.00658 -0.40380 0.25205  2.055
C1 2.90893 -1.02814 -0.19971  -0.113
O1 1.75832 -0.21209 0.02653  -0.445
Si1 1.85848 1.43617 0.49657  0.314
C2 3.22506 2.34838 -0.41786  -0.144
C3 2.37137 1.40066 2.31004  -0.152
C4 0.08545 1.89686 0.11078  -0.644
Si2 -0.79049 3.00189 1.36723  0.368
C5 -0.92439 2.06749 3.02360  -0.178
C6 0.11816 4.63042 1.63129  -0.159
C7 -2.58768 3.32162 0.87372  -0.173
Si3 -0.12791 2.36499 -1.71622  0.370
C8 -1.91724 2.23149 -2.32516  -0.175
C9 0.50699 4.08747 -2.13829  -0.157
C10 0.75771 1.04719 -2.77316  -0.177
H1 3.74652 -0.71662 0.42769  0.087
H2 3.21085 -0.96499 -1.24701  0.093
H3 2.66564 -2.06443 0.03641  0.080
H4 4.20593 1.93190 -0.17481  0.042
H5 3.22970 3.39401 -0.10149  0.046
H6 3.11323 2.33126 -1.50208  0.023
H7 3.41153 1.07688 2.39625  0.040
H8 1.76606 0.71691 2.90938  0.029
H9 2.30555 2.39398 2.75858  0.036
H10 0.03573 1.97413 3.53076  0.014
H11 -1.34677 1.05549 2.90850  0.004
H12 -1.59637 2.60338 3.69671  0.042
H13 1.14911 4.46598 1.95336  0.026
H14 -0.37617 5.23559 2.39546  0.039
H15 0.14914 5.21807 0.71230  0.025
H16 -3.11610 2.40731 0.58934  0.016
H17 -2.66829 4.02538 0.04365  0.031
H18 -3.12520 3.75974 1.71807  0.041
H19 -2.60284 2.89966 -1.80639  0.020
H20 -2.32523 1.21744 -2.25024  0.010
H21 -1.93956 2.49954 -3.38417  0.045
H22 -0.09805 4.85214 -1.64629  0.029
H23 0.43924 4.26035 -3.21534  0.040
H24 1.54424 4.23948 -1.83760  0.024
H25 0.36094 0.03957 -2.58071  0.010
H26 1.83382 1.01011 -2.60263  0.015
H27 0.59715 1.25220 -3.83363  0.044
F1 -3.29465 -2.00540 0.00843  -0.154
C11 -3.36701 -0.72265 0.63125  -0.449
F2 -3.64263 0.11362 -0.49092  -0.149
H28 -4.29051 -0.73979 1.20688  0.086
N1 -0.09602 -8.08037 -1.07132  0.092
C12 -0.45440 -7.46126 0.06226  -0.808
S1 -0.85952 -8.33188 1.40228  0.734
C13 -0.46361 -5.97102 0.05737  -0.195
C14 -0.09093 -5.21155 -1.05097  0.011
C15 -0.12286 -3.83250 -0.97930  -0.125
N2 -0.50277 -3.16174 0.11000  -0.072
C16 -0.86442 -3.88892 1.17669  -0.124
C17 -0.85703 -5.26535 1.19478  -0.016
H29 -0.09704 -9.08669 -1.07175  0.105
H30 0.13335 -7.60320 -1.92496  0.094
H31 0.22936 -5.66919 -1.97616  0.112
H32 0.17249 -3.23789 -1.83661  0.117
H33 -1.18101 -3.34082 2.05785  0.116
H34 -1.15672 -5.80847 2.07872  0.086

Output
Energy above the lowest of the compared OMol25 structures with the same formula, charge and spin, kcal/mol: 14.44
HOMO, eV: -11.1
Calculated total energy, eV: -63969.056
Kohn-Sham gap, eV: 7.374
Charge: +1


Record 4
DFT (ωB97M-V/def2-TZVPD) results for a molecular structure, C17H34GeIrN2O4S5.

Last column: Löwdin charge in e.
Positions of all 64 atoms, in Å:
Ir1 0.04723 -0.49873 0.25741  1.273
C1 -4.10224 -0.91013 1.56118  -0.012
C2 -2.71925 -0.33130 1.81344  -0.634
C3 -1.96601 -1.16630 2.83975  -0.021
C4 -2.79905 1.11538 2.27102  -0.023
O1 -2.00926 -0.40811 0.52427  -0.474
Ge1 -2.17993 0.76742 -1.03131  1.119
O2 -0.50974 1.40274 -0.32474  -0.501
C5 -0.00324 2.76942 -0.22382  -0.644
C6 1.37972 2.82823 -0.85749  -0.024
C7 -0.95618 3.66976 -0.99703  -0.048
C8 0.03653 3.21388 1.23426  -0.031
O3 -1.00474 -0.68880 -1.50839  -0.487
C9 -0.40458 -1.00740 -2.81361  -0.633
C10 -0.82337 -2.42046 -3.18292  -0.016
C11 1.10878 -0.91661 -2.68903  -0.029
C12 -0.92070 -0.00824 -3.83719  -0.038
H1 -4.66708 -0.93016 2.49235  0.109
H2 -4.02450 -1.92648 1.17327  0.085
H3 -4.65321 -0.30580 0.83741  0.093
H4 -2.31817 -0.93623 3.84387  0.108
H5 -0.89747 -0.94682 2.80415  0.058
H6 -2.10450 -2.23323 2.66025  0.084
H7 -3.39736 1.19325 3.17725  0.109
H8 -3.26652 1.74062 1.50462  0.084
H9 -1.80144 1.50402 2.47623  0.075
H10 1.32345 2.56464 -1.91612  0.091
H11 2.06214 2.13970 -0.36498  0.029
H12 1.78321 3.83745 -0.77799  0.106
H13 -0.96403 3.41648 -2.05982  0.089
H14 -0.64257 4.70709 -0.89212  0.111
H15 -1.97379 3.58409 -0.60785  0.075
H16 0.51789 2.46770 1.86397  0.032
H17 -0.97352 3.37629 1.61056  0.085
H18 0.58445 4.15175 1.32145  0.105
H19 -0.41289 -3.14764 -2.48069  0.081
H20 -0.46015 -2.66496 -4.18043  0.106
H21 -1.91167 -2.50738 -3.18717  0.100
H22 1.46429 -1.58242 -1.89839  0.040
H23 1.41593 0.10833 -2.46288  0.083
H24 1.58211 -1.22238 -3.62157  0.112
H25 -2.00801 -0.06873 -3.92358  0.091
H26 -0.49149 -0.22030 -4.81475  0.110
H27 -0.65061 1.01360 -3.55531  0.081
C13 3.97963 2.58759 2.33617  -0.337
S1 4.86904 2.02099 0.87264  0.957
C14 4.47980 0.37565 0.58050  -0.941
C15 3.29446 -0.37319 0.76405  -0.997
S2 1.87935 0.21150 1.55396  0.696
S3 3.34674 -1.97748 0.14443  0.954
C16 4.93837 -1.92908 -0.55553  -1.442
S4 5.59659 -3.16767 -1.34140  0.763
S5 5.75357 -0.42483 -0.25326  1.005
H28 4.29261 3.62623 2.43565  0.058
H29 4.30141 2.02691 3.21067  0.064
H30 2.90564 2.53705 2.20727  -0.018
N1 0.00084 -4.46758 1.42432  0.232
C17 -0.34219 -3.38299 0.73484  -0.576
N2 -1.48968 -3.35779 0.06705  0.232
O4 0.48555 -2.40048 0.74016  -0.265
H31 -0.58484 -5.28351 1.47364  0.136
H32 0.88558 -4.48483 1.90300  0.138
H33 -2.11632 -4.14492 0.06285  0.144
H34 -1.76460 -2.51480 -0.41856  0.086

Output
Energy above the lowest of the compared OMol25 structures with the same formula, charge and spin, kcal/mol: 28.63
HOMO (alpha / beta), eV: -13.8 / -14.4
Calculated total energy, eV: -142868.642
Kohn-Sham gap (alpha / beta), eV: 6.055 / 5.851
Charge: +2
Spin multiplicity: 2